The following is a DFT calculation (ωB97M-V with the def2-TZVPD basis set) of C4H6HgO2 as an isolated structure.

Geometry as ORCA input:
```
! wB97M-V def2-TZVPD RIJCOSX def2/J DEFGRID3
* xyz 0 1
O 2.7979 0.0020 0.4555
C 1.8498 -0.8079 -0.2203
C 0.4973 -0.0927 -0.3612
O -0.4376 -0.6486 0.5879
C -1.6294 -0.0565 0.7105
C -2.0210 1.0409 0.0332
Hg 1.6438 1.5089 0.4367
H 1.7033 -1.7665 0.3167
H 2.2190 -1.0579 -1.2361
H 0.0754 -0.2260 -1.3700
H -2.3567 -0.7264 1.1791
H -2.9699 1.4969 0.3173
H -1.3719 1.3339 -0.8494
*
```

Calculated values
Maximum force = 6.63 eV/A
HOMO level = -8.34 eV
Orbital gap = 6.962 eV
DFT total energy = -459.703339 Ha